(1)
A 2-piece molecular cluster, C4H8O3 overall at a distorted geometry. Source: the OMol25 dataset; level of theory: the ωB97M-V functional and the def2-TZVPD basis.

Atoms and positions in Å:
C (-1.134, 0.850, -1.514)
C (0.291, 1.108, -1.058)
C (0.870, -0.011, -0.183)
C (0.115, -0.136, 1.164)
H (-1.600, 1.741, -2.076)
H (-1.020, 0.053, -2.239)
H (-1.859, 0.571, -0.799)
H (0.396, 1.961, -0.452)
H (0.814, 1.423, -2.017)
H (1.863, 0.092, -0.055)
H (0.271, -0.787, -2.088)
H (-0.002, -1.778, 0.524)
O (0.624, -1.265, -0.894)
O (-0.487, -1.337, 1.368)
O (-0.101, 0.834, 1.869)

The HOMO energy is -0.375 Eh. The calculation puts the total energy at -382.84276 Ha.

Charges computed using Löwdin, reported in e: atom 1 (C): -0.088, atom 2 (C): -0.214, atom 3 (C): -0.268, atom 4 (C): -0.471, atom 5 (H): 0.119, atom 6 (H): 0.043, atom 7 (H): 0.073, atom 8 (H): 0.094, atom 9 (H): 0.143, atom 10 (H): 0.111, atom 11 (H): 0.295, atom 12 (H): 0.138, atom 13 (O): -0.157, atom 14 (O): 0.084, atom 15 (O): 0.098

(2)
One molecule with the formula C6H9N. Source: the OMol25 dataset; level of theory: the ωB97M-V functional and the def2-TZVPD basis.

Atoms and positions in Å:
C (0.621, 1.711, -1.257)
C (-0.041, 1.113, -0.067)
C (0.514, 0.880, 1.133)
N (-0.210, -0.214, 1.767)
C (-0.782, -0.819, 0.565)
C (-0.211, -2.154, 0.182)
C (-1.141, 0.126, -0.318)
H (1.420, 2.373, -0.925)
H (-0.095, 2.249, -1.880)
H (1.069, 0.918, -1.882)
H (1.517, 1.109, 1.484)
H (-1.026, 0.183, 2.260)
H (-0.956, -2.934, 0.267)
H (0.181, -2.087, -0.848)
H (0.654, -2.350, 0.833)
H (-1.513, -0.103, -1.314)

The HOMO energy is -0.281 Eh. The calculation puts the total energy at -288.65609 Ha. Its SMILES is Cc1c[nH]c(C)c1.

Charges computed using Löwdin, reported in e: atom 1 (C): -0.062, atom 2 (C): -0.299, atom 3 (C): -0.111, atom 4 (N): 0.006, atom 5 (C): -0.317, atom 6 (C): -0.025, atom 7 (C): -0.016, atom 8 (H): 0.078, atom 9 (H): 0.078, atom 10 (H): 0.090, atom 11 (H): 0.109, atom 12 (H): 0.118, atom 13 (H): 0.069, atom 14 (H): 0.086, atom 15 (H): 0.088, atom 16 (H): 0.109

(3)
One molecule with the formula C5H14N2 at a distorted geometry. Source: the OMol25 dataset; level of theory: the ωB97M-V functional and the def2-TZVPD basis.

Atoms and positions in Å:
C (1.522, -0.637, 2.697)
C (1.501, -0.744, 1.163)
N (0.249, -0.447, 0.499)
C (0.240, -0.857, -0.864)
C (-0.520, -0.023, -1.887)
C (-0.996, 1.408, -1.401)
N (-2.080, 1.264, -0.469)
H (1.470, -1.639, 3.116)
H (2.372, -0.117, 3.149)
H (0.656, -0.079, 3.112)
H (2.212, 0.079, 0.793)
H (1.976, -1.684, 0.856)
H (-0.540, -0.822, 1.014)
H (1.309, -0.633, -1.204)
H (0.361, -1.907, -1.269)
H (0.073, 0.150, -2.774)
H (-1.488, -0.515, -2.099)
H (-0.063, 1.903, -1.070)
H (-1.248, 1.965, -2.328)
H (-1.834, 0.661, 0.295)
H (-2.535, 2.105, -0.164)

The HOMO energy is -0.322 Eh. The calculation puts the total energy at -308.35846 Ha. Its SMILES is CCNCCCN.

Charges computed using Löwdin, reported in e: atom 1 (C): -0.099, atom 2 (C): -0.301, atom 3 (N): -0.098, atom 4 (C): -0.288, atom 5 (C): -0.196, atom 6 (C): -0.306, atom 7 (N): -0.003, atom 8 (H): 0.059, atom 9 (H): 0.066, atom 10 (H): 0.075, atom 11 (H): 0.129, atom 12 (H): 0.105, atom 13 (H): 0.111, atom 14 (H): 0.115, atom 15 (H): 0.127, atom 16 (H): 0.095, atom 17 (H): 0.101, atom 18 (H): 0.099, atom 19 (H): 0.107, atom 20 (H): 0.041, atom 21 (H): 0.061

(4)
C22H50Be2N6O11S as an isolated structure at a distorted geometry. Source: the OMol25 dataset; level of theory: the ωB97M-V functional and the def2-TZVPD basis.

Atoms and positions in Å:
Be (-0.121, -3.692, 0.187)
Be (-0.455, 2.184, -1.129)
S (0.178, -0.731, -0.409)
O (-1.191, -0.156, -0.643)
O (0.319, -1.402, 0.888)
O (0.325, -1.891, -1.302)
O (1.127, 0.327, -0.522)
C (2.353, 4.485, -0.627)
O (1.450, 3.644, -0.374)
N (3.497, 4.153, -1.316)
C (4.555, 5.234, -1.405)
C (3.749, 2.839, -1.811)
H (2.292, 5.533, -0.296)
H (4.152, 6.195, -1.086)
H (4.834, 5.335, -2.454)
H (5.441, 4.920, -0.852)
H (2.901, 2.169, -1.669)
H (3.904, 2.877, -2.889)
H (4.673, 2.367, -1.477)
C (-2.981, -2.275, 1.591)
O (-2.232, -3.266, 1.558)
N (-3.813, -2.043, 2.602)
C (-4.614, -0.832, 2.596)
C (-4.024, -3.005, 3.731)
H (-3.065, -1.575, 0.744)
H (-4.345, -0.077, 1.858)
H (-4.551, -0.276, 3.532)
H (-5.679, -1.062, 2.615)
H (-3.314, -3.829, 3.804)
H (-3.958, -2.599, 4.740)
H (-4.967, -3.551, 3.700)
C (1.552, -1.407, 3.920)
O (1.014, -1.612, 5.042)
N (2.530, -0.482, 3.621)
C (3.010, -0.249, 2.263)
C (3.252, 0.150, 4.692)
H (1.078, -1.893, 3.053)
H (2.618, -0.858, 1.449)
H (4.085, -0.429, 2.261)
H (2.856, 0.803, 2.019)
H (2.982, -0.056, 5.728)
H (4.283, -0.189, 4.805)
H (3.307, 1.236, 4.619)
C (3.861, -1.415, -2.284)
O (3.694, -2.172, -3.274)
N (5.053, -1.178, -1.785)
C (5.254, -0.261, -0.653)
C (6.259, -1.613, -2.462)
H (3.008, -0.857, -1.869)
H (5.882, -0.687, 0.130)
H (4.336, -0.138, -0.079)
H (5.564, 0.756, -0.894)
H (6.900, -2.206, -1.810)
H (6.093, -2.092, -3.426)
H (6.897, -0.781, -2.759)
C (-1.156, 1.006, 2.383)
O (-0.919, 1.913, 1.536)
N (-1.470, 1.141, 3.688)
C (-1.499, 2.489, 4.282)
C (-1.768, -0.049, 4.502)
H (-1.005, -0.069, 2.198)
H (-0.675, 2.738, 4.950)
H (-2.406, 2.569, 4.881)
H (-1.701, 3.200, 3.481)
H (-1.611, -0.930, 3.879)
H (-1.155, -0.193, 5.392)
H (-2.813, -0.082, 4.810)
C (-0.622, -0.107, -3.723)
O (-0.619, 1.102, -3.471)
N (-0.051, -0.644, -4.788)
C (0.073, -2.107, -4.857)
C (0.817, 0.210, -5.629)
H (-1.150, -0.879, -3.143)
H (1.072, -2.511, -4.694)
H (-0.169, -2.421, -5.872)
H (-0.513, -2.660, -4.123)
H (1.415, -0.383, -6.320)
H (0.112, 0.791, -6.224)
H (1.519, 0.868, -5.117)
C (-5.667, 0.351, -2.205)
C (-6.651, -0.730, -2.505)
C (-6.457, -1.509, -1.183)
O (-5.115, -1.308, -0.791)
C (-4.440, -0.355, -1.558)
H (-6.116, 1.038, -1.488)
H (-5.429, 0.954, -3.082)
H (-6.287, -1.261, -3.385)
H (-7.672, -0.430, -2.742)
H (-6.755, -2.548, -1.326)
H (-7.196, -1.176, -0.454)
H (-3.864, -0.880, -2.319)
H (-3.870, 0.490, -1.170)

The HOMO energy is -0.488 Eh. The calculation puts the total energy at -2451.32785 Ha. The charge is +2.

Charges computed using Löwdin, reported in e: atom 1 (Be): 1.272, atom 2 (Be): 1.179, atom 3 (S): 0.212, atom 4 (O): -0.368, atom 5 (O): -0.390, atom 6 (O): -0.350, atom 7 (O): -0.311, atom 8 (C): -0.235, atom 9 (O): -0.070, atom 10 (N): -0.149, atom 11 (C): 0.007, atom 12 (C): -0.038, atom 13 (H): 0.150, atom 14 (H): 0.090, atom 15 (H): 0.094, atom 16 (H): 0.097, atom 17 (H): 0.076, atom 18 (H): 0.105, atom 19 (H): 0.074, atom 20 (C): -0.287, atom 21 (O): -0.041, atom 22 (N): -0.117, atom 23 (C): -0.038, atom 24 (C): 0.003, atom 25 (H): 0.133, atom 26 (H): 0.100, atom 27 (H): 0.079, atom 28 (H): 0.104, atom 29 (H): 0.090, atom 30 (H): 0.095, atom 31 (H): 0.101, atom 32 (C): -0.279, atom 33 (O): -0.034, atom 34 (N): -0.167, atom 35 (C): -0.062, atom 36 (C): -0.063, atom 37 (H): 0.104, atom 38 (H): 0.062, atom 39 (H): 0.082, atom 40 (H): 0.097, atom 41 (H): 0.094, atom 42 (H): 0.092, atom 43 (H): 0.093, atom 44 (C): -0.326, atom 45 (O): -0.038, atom 46 (N): -0.163, atom 47 (C): -0.037, atom 48 (C): -0.033, atom 49 (H): 0.115, atom 50 (H): 0.098, atom 51 (H): 0.057, atom 52 (H): 0.068, atom 53 (H): 0.097, atom 54 (H): 0.093, atom 55 (H): 0.092, atom 56 (C): -0.285, atom 57 (O): -0.060, atom 58 (N): -0.136, atom 59 (C): -0.009, atom 60 (C): -0.032, atom 61 (H): 0.104, atom 62 (H): 0.101, atom 63 (H): 0.091, atom 64 (H): 0.088, atom 65 (H): 0.073, atom 66 (H): 0.095, atom 67 (H): 0.076, atom 68 (C): -0.342, atom 69 (O): -0.032, atom 70 (N): -0.128, atom 71 (C): -0.025, atom 72 (C): -0.001, atom 73 (H): 0.123, atom 74 (H): 0.089, atom 75 (H): 0.098, atom 76 (H): 0.086, atom 77 (H): 0.099, atom 78 (H): 0.101, atom 79 (H): 0.091, atom 80 (C): -0.193, atom 81 (C): -0.156, atom 82 (C): -0.194, atom 83 (O): -0.152, atom 84 (C): -0.209, atom 85 (H): 0.118, atom 86 (H): 0.116, atom 87 (H): 0.115, atom 88 (H): 0.124, atom 89 (H): 0.119, atom 90 (H): 0.118, atom 91 (H): 0.115, atom 92 (H): 0.107

(5)
An isolated ion of composition C3H7N3O3P and charge -1 at a distorted geometry. Source: the OMol25 dataset; level of theory: the ωB97M-V functional and the def2-TZVPD basis.

Atoms and positions in Å:
N (2.826, 1.115, 1.199)
P (2.181, -0.153, 0.595)
O (1.553, -1.355, 1.207)
O (3.194, -0.569, -0.585)
O (1.045, 0.768, -0.319)
C (-0.189, 0.536, -0.074)
N (-1.158, 1.389, -0.111)
C (-2.365, 0.662, -0.464)
C (-2.008, -0.851, -0.456)
N (-0.588, -0.789, -0.296)
H (2.442, 1.375, 2.096)
H (3.719, 0.234, -0.600)
H (-2.647, 0.972, -1.481)
H (-3.199, 0.903, 0.201)
H (-2.522, -1.409, 0.337)
H (-2.245, -1.329, -1.419)
H (-0.036, -1.499, 0.167)

The HOMO energy is -0.156 Eh. The calculation puts the total energy at -849.99127 Ha. The charge is -1. Its SMILES is N=[P@]([O-])(O)OC1=NCCN1.

Charges computed using Löwdin, reported in e: atom 1 (N): -0.196, atom 2 (P): 0.265, atom 3 (O): -0.338, atom 4 (O): -0.173, atom 5 (O): -0.084, atom 6 (C): -0.566, atom 7 (N): 0.064, atom 8 (C): -0.232, atom 9 (C): -0.198, atom 10 (N): 0.026, atom 11 (H): -0.049, atom 12 (H): 0.034, atom 13 (H): 0.092, atom 14 (H): 0.084, atom 15 (H): 0.096, atom 16 (H): 0.094, atom 17 (H): 0.082

(6)
A 4-piece molecular cluster, H10NO3 overall at a distorted geometry. Source: the OMol25 dataset; level of theory: the ωB97M-V functional and the def2-TZVPD basis.

Atoms and positions in Å:
N (0.366, -0.183, 0.419)
H (-0.219, -0.184, 1.255)
H (1.169, -0.674, 0.635)
H (0.459, 0.832, 0.308)
H (0.099, -0.457, -0.580)
H (0.742, 0.003, 3.866)
H (-0.358, -0.772, 3.778)
O (0.017, -0.085, 3.243)
H (-0.086, -2.455, -2.478)
H (-1.223, -1.592, -2.210)
O (-0.285, -1.668, -2.043)
H (0.762, 1.932, -2.025)
H (-0.361, 2.936, -1.655)
O (-0.176, 1.966, -1.678)

The HOMO energy is -0.576 Eh. The calculation puts the total energy at -286.22559 Ha. The charge is +1.

Charges computed using Löwdin, reported in e: atom 1 (N): 0.298, atom 2 (H): 0.106, atom 3 (H): 0.107, atom 4 (H): 0.126, atom 5 (H): 0.121, atom 6 (H): 0.066, atom 7 (H): 0.054, atom 8 (O): -0.030, atom 9 (H): 0.029, atom 10 (H): 0.067, atom 11 (O): -0.009, atom 12 (H): 0.080, atom 13 (H): 0.073, atom 14 (O): -0.088

(7)
C8H22N2O2Rb as an isolated structure at a distorted geometry. Source: the OMol25 dataset; level of theory: the ωB97M-V functional and the def2-TZVPD basis.

Atoms and positions in Å:
Rb (-27.292, 4.420, 25.921)
C (-22.705, 4.359, 28.672)
C (-23.601, 4.279, 27.418)
C (-23.414, 3.015, 26.517)
O (-24.373, 3.066, 25.444)
C (-24.673, 1.835, 24.791)
N (-24.975, 4.541, 27.818)
H (-21.631, 4.182, 28.621)
H (-23.070, 3.709, 29.468)
H (-22.749, 5.391, 29.019)
H (-23.146, 5.091, 26.849)
H (-23.671, 2.175, 27.162)
H (-22.372, 2.918, 26.213)
H (-24.001, 1.774, 23.935)
H (-25.675, 1.830, 24.360)
H (-24.762, 1.036, 25.527)
H (-25.405, 3.686, 28.143)
H (-24.906, 5.124, 28.640)
C (-28.340, 0.809, 29.694)
C (-26.936, 1.498, 29.321)
C (-25.926, 0.433, 28.755)
O (-25.761, -0.636, 29.643)
C (-24.780, -1.602, 29.163)
N (-27.113, 2.538, 28.384)
H (-29.007, 1.233, 30.444)
H (-28.051, -0.120, 30.186)
H (-28.901, 0.455, 28.829)
H (-26.504, 2.053, 30.155)
H (-24.915, 0.776, 28.537)
H (-26.221, 0.136, 27.749)
H (-23.752, -1.240, 29.184)
H (-24.984, -2.084, 28.207)
H (-24.823, -2.481, 29.806)
H (-27.890, 3.092, 28.716)
H (-27.547, 2.019, 27.634)

The HOMO energy (spin up / spin down) is -0.111 / -0.358 Eh. Its spin multiplicity is 2. The calculation puts the total energy at -601.93448 Ha. Its expectation value of S² is 0.750.

Charges computed using Löwdin, reported in e: atom 1 (Rb): 0.185, atom 2 (C): -0.071, atom 3 (C): -0.420, atom 4 (C): -0.159, atom 5 (O): -0.261, atom 6 (C): -0.102, atom 7 (N): -0.022, atom 8 (H): 0.074, atom 9 (H): 0.075, atom 10 (H): 0.075, atom 11 (H): 0.127, atom 12 (H): 0.100, atom 13 (H): 0.128, atom 14 (H): 0.094, atom 15 (H): 0.059, atom 16 (H): 0.082, atom 17 (H): 0.008, atom 18 (H): 0.067, atom 19 (C): -0.029, atom 20 (C): -0.389, atom 21 (C): -0.210, atom 22 (O): -0.179, atom 23 (C): -0.079, atom 24 (N): -0.043, atom 25 (H): 0.071, atom 26 (H): 0.058, atom 27 (H): 0.075, atom 28 (H): 0.137, atom 29 (H): 0.101, atom 30 (H): 0.117, atom 31 (H): 0.086, atom 32 (H): 0.085, atom 33 (H): 0.083, atom 34 (H): 0.060, atom 35 (H): 0.023